The following is a quantum chemistry calculation of a molecular structure, C41H55AsFN6O9SW, from the Open Molecules 2025 dataset.

```
115
Properties=species:S:1:pos:R:3:forces:R:3
W -0.7055 -0.1944 1.4732 -5.412 -3.370 -0.805
O 3.1186 -0.3431 3.2912 -1.152 0.277 -0.382
As 1.7956 0.6405 2.4733 5.003 1.377 3.265
O 2.6791 1.4982 1.4007 -0.495 0.133 -0.297
O 1.0410 -0.7607 1.7610 0.225 -0.361 0.231
C 1.5191 1.7938 4.0745 -0.294 -0.139 -0.275
C 2.6593 2.2444 4.7205 0.004 -0.303 -0.384
C 2.4872 3.0674 5.8255 0.036 0.070 0.121
C 1.2143 3.4276 6.2478 -0.080 -0.001 0.018
C 0.0883 2.9882 5.5555 0.084 0.058 -0.030
C 0.2603 2.1738 4.4538 -0.665 -0.526 -0.871
S -1.2174 1.2879 3.3373 0.544 4.239 4.853
O -0.4821 -0.0132 3.6627 0.441 -0.384 -0.515
O -0.3939 1.7050 2.0255 0.975 -0.182 -0.603
O -2.2899 0.4616 2.3864 0.142 -2.050 -1.405
H 3.3518 -1.0476 2.6765 0.114 -0.077 0.050
H 3.6330 1.9427 4.3574 0.066 0.069 0.171
H 3.3542 3.4198 6.3694 0.007 0.005 -0.019
H 1.0911 4.0537 7.1232 0.053 0.008 -0.004
H -0.9039 3.2792 5.8848 -0.008 0.004 -0.029
F 5.2093 1.9707 -1.1010 0.197 0.071 -0.003
C 4.3264 1.2462 -1.8148 -0.293 0.013 0.209
C 3.0912 1.0566 -1.2567 0.077 0.052 -0.351
C 2.1454 0.2569 -1.8994 0.922 0.072 -0.788
C 0.8843 -0.0175 -1.2974 -0.599 -0.037 0.016
O 0.5370 0.5525 -0.2407 0.230 0.661 0.343
C 0.0256 -0.9110 -1.9833 -0.125 -0.409 -0.184
C 0.3818 -1.4376 -3.1868 0.435 0.284 0.085
N 1.5513 -1.1291 -3.7987 -0.375 -0.143 0.205
C 1.9099 -1.8185 -5.0123 0.197 -0.087 -0.302
C 1.9558 -1.0656 -6.3139 0.040 0.111 -0.025
C 0.8720 -2.0678 -6.0603 -0.098 0.040 0.023
C 2.4724 -0.3035 -3.1530 -0.307 0.019 0.166
C 3.7041 -0.0225 -3.7310 0.519 0.132 0.033
C 4.6795 0.7304 -3.0645 -0.413 -0.332 -0.428
N 5.9165 0.9725 -3.7159 0.060 -0.026 0.223
C 6.9657 1.7514 -3.0513 -0.001 0.047 -0.120
C 8.0277 2.1095 -4.1189 0.024 0.005 0.372
N 7.3548 1.9812 -5.4481 -0.022 -0.036 0.101
C 7.1436 0.5353 -5.7595 -0.151 -0.429 0.054
C 6.5354 -0.1002 -4.4873 0.099 0.134 -0.075
C -1.2454 -1.3148 -1.3302 0.113 0.169 -0.161
O -2.2318 -1.6528 -1.9273 0.051 -0.102 -0.005
O -1.1298 -1.3160 -0.0150 -0.413 -0.555 -0.972
H 2.8680 1.4774 -0.2682 -0.031 -0.083 0.168
H -0.2626 -2.1444 -3.6891 -0.031 0.041 -0.053
H 2.6579 -2.5900 -4.8638 -0.031 0.007 0.047
H 2.7370 -1.3102 -7.0210 0.008 -0.052 0.034
H 1.6792 -0.0196 -6.2948 -0.043 -0.019 0.060
H 0.9030 -3.0132 -6.5810 0.035 -0.023 0.041
H -0.1252 -1.6844 -5.8943 0.016 0.027 0.006
H 3.9050 -0.3869 -4.7250 -0.013 -0.044 -0.031
H 7.4424 1.2015 -2.2343 0.016 0.024 -0.015
H 6.5401 2.6593 -2.6399 0.000 0.018 -0.036
H 8.8797 1.4331 -4.1062 -0.021 -0.019 -0.110
H 8.3923 3.1247 -3.9856 -0.031 0.019 -0.087
H 7.8367 2.4760 -6.1954 0.020 0.009 -0.010
H 6.4126 2.3639 -5.3095 0.036 0.146 -0.202
H 8.0979 0.0824 -6.0195 0.048 0.112 -0.010
H 6.4757 0.4645 -6.6162 -0.021 0.105 0.016
H 7.3225 -0.5922 -3.9046 -0.028 -0.001 0.045
H 5.8151 -0.8616 -4.7591 0.019 -0.013 -0.032
C -5.1426 -2.3983 5.4934 0.064 0.005 -0.044
C -4.5962 -2.2937 4.0934 -0.055 -0.102 0.058
C -5.4592 -2.2615 3.0039 0.006 0.020 -0.047
C -4.9632 -2.1434 1.7115 0.014 0.071 0.025
C -5.8725 -2.2048 0.5125 0.080 -0.052 0.028
C -3.5931 -2.0266 1.5215 0.034 -0.409 0.382
C -2.6887 -2.1023 2.5948 -0.773 -0.168 -0.273
C -3.2260 -2.2402 3.8786 0.291 0.358 -0.059
N -1.3041 -2.0657 2.3336 0.071 1.184 -0.510
C -0.5012 -3.2728 2.6865 0.595 0.301 -0.300
C 0.3116 -3.7044 1.4432 -0.281 -0.045 0.190
C -1.3960 -4.4625 3.0358 -0.116 0.073 0.000
C 0.4437 -2.9959 3.8670 -0.175 -0.017 -0.105
H -6.2272 -2.4970 5.4798 -0.004 -0.004 0.036
H -4.8883 -1.5105 6.0752 -0.009 -0.012 0.024
H -4.7258 -3.2631 6.0122 -0.010 0.007 0.023
H -6.5290 -2.3471 3.1650 0.000 0.012 0.005
H -6.9216 -2.1497 0.8022 -0.006 0.043 -0.031
H -5.7168 -3.1452 -0.0205 -0.056 0.003 -0.016
H -5.6484 -1.4012 -0.1901 -0.046 0.011 -0.022
H -3.2213 -1.9648 0.5139 0.078 0.024 -0.149
H -2.5516 -2.2549 4.7281 0.012 -0.009 0.000
H -0.3777 -3.9924 0.6460 0.022 -0.021 -0.008
H 0.9475 -4.5599 1.6836 -0.029 0.021 0.009
H 0.9385 -2.9019 1.0782 0.187 0.124 -0.062
H -2.1473 -4.6231 2.2606 0.013 -0.061 0.023
H -1.9115 -4.3193 3.9830 0.018 -0.093 -0.014
H -0.7725 -5.3537 3.1128 0.035 0.000 0.004
H 1.0559 -2.1203 3.6861 0.107 0.017 0.023
H 1.1034 -3.8509 4.0335 -0.040 -0.026 0.025
H -0.1316 -2.8141 4.7760 0.004 -0.011 0.004
C -5.7378 3.5689 -1.4738 0.049 0.011 0.099
C -4.7442 3.6282 -0.3142 -0.100 -0.029 -0.232
N -4.0503 2.3667 -0.0520 0.018 0.033 0.024
C -4.6005 1.5174 1.0061 -0.074 -0.088 0.073
C -6.0989 1.2802 0.8868 0.111 0.058 -0.020
C -2.8141 2.1389 -0.5331 -0.272 -0.060 0.360
C -2.3222 3.0427 -1.6388 0.046 0.022 0.020
N -2.0371 1.1907 -0.1023 0.673 -0.197 -0.491
H -6.1298 4.5668 -1.6757 -0.014 -0.007 -0.008
H -6.5745 2.9135 -1.2433 -0.007 -0.009 -0.019
H -5.2619 3.1967 -2.3810 -0.011 0.010 -0.018
H -5.2698 3.9009 0.6014 0.055 0.034 0.028
H -4.0137 4.4144 -0.4990 0.001 0.003 0.073
H -4.3734 1.9617 1.9801 0.030 -0.040 -0.021
H -4.0771 0.5682 0.9645 0.029 -0.008 0.016
H -6.6798 2.1839 1.0765 -0.039 -0.016 -0.033
H -6.3839 0.5378 1.6322 -0.008 0.010 0.017
H -6.3596 0.8892 -0.0964 -0.033 -0.009 -0.007
H -1.8721 3.9420 -1.2142 -0.028 0.011 0.012
H -3.1165 3.3392 -2.3183 0.014 0.016 -0.007
H -1.5540 2.5245 -2.2096 -0.001 0.002 -0.003
H -1.1762 1.2573 -0.6230 -0.171 0.256 -0.418
```
Positions in Å, forces in eV/Å.

Computed properties:
* E_LUMO (alpha / beta): -3.3 / -3.3 eV
* Kohn-Sham gap (alpha / beta): 5.0 / 5.0 eV
* net charge: +1
* HOMO level (alpha / beta): -8.312 / -8.313 eV